(one)
{"formula": "C2H4NP", "method": "ωB97M-V/def2-TZVPD", "elements": ["C", "C", "N", "P", "H", "H", "H", "H"], "positions_angstrom": [[0.253, 0.719, 0.031], [-0.555, -0.601, -0.229], [1.385, 0.123, 0.763], [1.119, -1.368, 0.242], [0.573, 0.980, -0.923], [-0.453, 1.481, 0.512], [-1.208, -0.741, 0.687], [-1.114, -0.592, -1.082]], "e_homo_ev": -9.58, "lumo_energy_ha": -0.008, "homo_lumo_gap_ev": 9.356}


(two)
{"formula": "C2H4NP", "method": "ωB97M-V/def2-TZVPD", "elements": ["C", "C", "N", "P", "H", "H", "H", "H"], "positions_angstrom": [[0.210, -0.168, 0.004], [-0.180, -0.879, -1.015], [0.687, 0.561, 0.954], [0.394, 1.807, 2.142], [-0.621, -1.921, -0.881], [-0.452, -0.614, -2.021], [1.699, 0.478, 1.157], [-1.098, 1.834, 2.165]], "e_homo_ev": [-6.88, -6.87], "lumo_energy_ha": [0.015, 0.015], "homo_lumo_gap_ev": [7.295, 7.292]}


Which structure wins on stability? (one) wins.


(one)
{"formula": "C6H9NO2", "method": "ωB97M-V/def2-TZVPD", "elements": ["C", "C", "C", "C", "N", "C", "C", "O", "O", "H", "H", "H", "H", "H", "H", "H", "H", "H"], "positions_angstrom": [[0.641, -1.032, -1.588], [-0.408, 0.768, -0.094], [0.831, -0.035, -0.466], [-1.180, -0.040, 0.711], [-0.259, 2.096, 0.087], [0.782, -0.666, 1.004], [-2.369, -0.500, 1.012], [1.967, 0.754, -0.605], [1.601, -0.215, 1.822], [2.355, 0.758, 0.302], [-1.018, 2.612, 0.503], [0.541, 2.512, -0.374], [0.479, -1.727, 1.007], [1.515, -1.680, -1.639], [-0.246, -1.639, -1.414], [0.528, -0.511, -2.539], [-3.223, -0.382, 0.355], [-2.536, -1.073, 1.916]], "e_homo_ev": -8.34, "lumo_energy_ha": 0.023, "smiles": "C=C=C(N)[C@@](C)(O)C=O", "homo_lumo_gap_ev": 8.957}


(two)
{"formula": "C6H9NO2", "method": "ωB97M-V/def2-TZVPD", "elements": ["C", "C", "C", "C", "C", "C", "H", "H", "H", "H", "H", "H", "H", "H", "H", "N", "O", "O"], "positions_angstrom": [[-0.424, -0.752, 1.522], [0.395, 0.228, 0.683], [-0.556, 0.997, -0.326], [0.389, 1.131, -1.513], [0.772, -0.892, -0.179], [-0.563, -1.593, 0.310], [-2.237, -0.677, 2.189], [0.563, -1.280, 2.049], [1.109, 0.569, 1.310], [-0.705, 2.161, 0.017], [-1.744, 0.846, -0.198], [1.344, 1.770, -1.522], [-0.080, 1.502, -2.498], [1.687, -0.513, -2.117], [2.061, -0.849, 0.125], [0.736, -0.425, -1.641], [-1.445, -0.043, 2.236], [-1.301, -2.180, -0.448]], "e_homo_ev": -8.96, "lumo_energy_ha": 0.011, "smiles": "O=C1[C@H]2NCC[C@H]2[C@H]1O", "homo_lumo_gap_ev": 9.245}


(three)
{"formula": "C6H9NO2", "method": "ωB97M-V/def2-TZVPD", "elements": ["C", "C", "C", "C", "C", "C", "N", "O", "O", "H", "H", "H", "H", "H", "H", "H", "H", "H"], "positions_angstrom": [[-2.426, 0.712, -1.169], [-2.647, 1.421, -0.119], [-1.545, -0.437, -1.145], [-0.668, -0.732, 0.139], [0.359, 1.077, 1.531], [1.418, -0.096, -0.567], [0.257, 0.304, 0.234], [-2.874, 2.268, 0.682], [-1.115, -0.945, -2.223], [-3.108, 0.863, -1.884], [-1.475, -0.846, 0.941], [-0.134, -1.840, -0.270], [-0.389, 0.712, 2.153], [1.320, 0.967, 1.963], [0.083, 2.059, 1.158], [2.354, 0.485, -0.269], [1.708, -1.057, -0.521], [1.198, 0.240, -1.607]], "e_homo_ev": -8.43, "lumo_energy_ha": 0.014, "smiles": "CN(C)CC(=O)C=C=O", "homo_lumo_gap_ev": 8.812}


Which structure wins on stability? (one) wins.


(one)
{"formula": "C6H9NO2", "method": "ωB97M-V/def2-TZVPD", "elements": ["C", "C", "C", "C", "C", "C", "H", "H", "H", "H", "H", "H", "H", "H", "H", "N", "O", "O"], "positions_angstrom": [[-1.576, -0.326, -0.511], [-0.190, -0.812, -0.370], [1.894, -1.037, 0.346], [1.911, 0.220, -0.059], [0.700, 1.223, -0.413], [-0.343, 0.504, 0.199], [-3.490, -0.034, 0.028], [-2.433, -0.495, 1.299], [-1.847, 0.253, -1.535], [0.357, -0.738, -1.362], [2.832, -1.641, 0.494], [2.921, 0.883, -0.058], [0.094, 1.186, -1.486], [0.912, 2.316, -0.226], [0.559, 0.153, 1.507], [-2.583, -0.709, 0.278], [0.666, -1.798, 0.399], [-0.385, 0.854, 1.469]], "e_homo_ev": -8.12, "lumo_energy_ha": 0.021, "smiles": "N[C@@H]1[C@@H]2OC=CC[C@@]12O", "homo_lumo_gap_ev": 8.688}


(two)
{"formula": "C6H9NO2", "method": "ωB97M-V/def2-TZVPD", "elements": ["C", "C", "O", "C", "C", "C", "C", "N", "H", "H", "H", "H", "H", "H", "H", "O", "H", "H"], "positions_angstrom": [[2.211, 0.480, -1.242], [0.844, 0.199, -0.637], [0.664, -1.181, -0.375], [0.608, 1.042, 0.631], [-0.716, 0.892, 1.223], [-1.830, 0.674, 1.661], [-3.096, 0.146, 1.887], [-4.179, -0.256, 1.711], [2.352, -0.129, -2.144], [2.304, 1.539, -1.516], [3.013, 0.237, -0.527], [0.064, 0.449, -1.370], [1.356, -1.509, 0.208], [1.365, 0.781, 1.389], [0.759, 2.105, 0.388], [-1.942, -2.192, -0.502], [-1.089, -1.726, -0.463], [-2.687, -1.553, -0.321]], "e_homo_ev": -10.55, "lumo_energy_ha": 0.013, "smiles": "C[C@@H](O)CC#CC#N.O", "homo_lumo_gap_ev": 10.894}


(three)
{"formula": "C6H9NO2", "method": "ωB97M-V/def2-TZVPD", "elements": ["C", "C", "C", "C", "C", "C", "O", "N", "O", "H", "H", "H", "H", "H", "H", "H", "H", "H"], "positions_angstrom": [[-0.591, -0.623, -2.363], [-1.089, 1.017, 1.113], [1.223, -0.879, 1.906], [-0.436, 0.573, -1.482], [-0.226, 0.266, 0.181], [0.864, -0.425, 0.297], [2.276, -1.733, 1.894], [-0.611, 1.729, -1.935], [0.775, -0.467, 2.949], [2.623, -1.830, 2.798], [-0.494, 2.491, -1.269], [1.476, -0.977, -0.391], [-1.214, -1.374, -1.879], [0.382, -1.073, -2.561], [-1.045, -0.324, -3.307], [-0.720, 2.036, 1.243], [-2.106, 1.071, 0.723], [-1.087, 0.522, 2.083]], "e_homo_ev": -9.31, "lumo_energy_ha": 0.026, "smiles": "[H]/N=C(C)\\C(C)=C\\C(=O)O", "homo_lumo_gap_ev": 10.008}


(four)
{"formula": "C6H9NO2", "method": "ωB97M-V/def2-TZVPD", "elements": ["C", "C", "C", "C", "C", "C", "H", "H", "H", "H", "H", "H", "H", "H", "H", "N", "O", "O"], "positions_angstrom": [[-1.901, -0.308, -0.771], [-1.435, 0.966, -0.118], [0.388, -0.040, 1.142], [1.222, -0.863, 0.247], [2.626, -0.414, 0.062], [3.646, -0.038, -0.578], [-1.489, -1.952, 0.326], [-2.688, -0.003, -1.493], [-1.074, -0.378, -1.501], [-1.994, 1.492, 0.796], [-1.366, 1.779, -1.074], [0.426, 1.976, 0.044], [0.963, 0.486, 1.861], [-0.420, -0.679, 1.706], [4.596, 0.335, -0.763], [0.027, 0.894, 0.130], [-2.344, -1.379, 0.199], [0.818, -1.872, -0.216]], "e_homo_ev": -9.10, "lumo_energy_ha": 0.010, "smiles": "C#CC(=O)CNCCO", "homo_lumo_gap_ev": 9.367}


Which structure wins on stability? (three) wins.


(one)
{"formula": "C4H8FN", "method": "ωB97M-V/def2-TZVPD", "elements": ["C", "C", "C", "C", "N", "F", "H", "H", "H", "H", "H", "H", "H", "H"], "positions_angstrom": [[1.060, 0.639, -0.736], [1.421, -0.630, -0.693], [1.963, -1.378, 0.458], [-2.002, 0.575, -0.156], [-2.670, 1.395, 0.511], [-2.457, -0.669, 0.033], [0.639, 1.259, -1.586], [0.901, 1.196, 0.126], [2.293, -0.745, 1.204], [1.125, -2.066, 0.832], [2.764, -2.029, 0.099], [1.075, -1.161, -1.591], [-2.461, 2.357, 0.525], [-3.652, 1.258, 0.974]], "e_homo_ev": -8.46, "lumo_energy_ha": 0.032, "homo_lumo_gap_ev": 9.332}


(two)
{"formula": "C4H8FN", "method": "ωB97M-V/def2-TZVPD", "elements": ["C", "C", "C", "C", "H", "H", "H", "H", "H", "H", "H", "H", "N", "F"], "positions_angstrom": [[1.514, -0.400, 0.214], [0.260, -0.097, -0.541], [-0.960, -0.827, -0.138], [-0.354, 1.159, -0.073], [1.290, -0.105, 1.262], [1.731, -1.469, 0.046], [0.471, -0.154, -1.574], [-0.845, -1.330, 0.862], [-1.405, -1.666, -0.742], [-2.305, 0.622, 0.666], [-0.361, 2.097, -0.644], [0.066, 1.385, 0.977], [-1.656, 0.403, -0.110], [2.556, 0.382, -0.204]], "e_homo_ev": -9.01, "lumo_energy_ha": 0.041, "smiles": "FCC1CNC1", "homo_lumo_gap_ev": 10.128}


Which structure wins on stability? (two) wins.


(one)
{"formula": "C4H10N2O2", "method": "ωB97M-V/def2-TZVPD", "elements": ["C", "C", "C", "N", "C", "N", "O", "O", "H", "H", "H", "H", "H", "H", "H", "H", "H", "H"], "positions_angstrom": [[-0.671, -0.447, -1.058], [-2.121, -0.399, -0.560], [2.308, 0.055, 1.183], [0.243, 0.145, -0.087], [1.568, -0.295, -0.080], [0.089, 1.510, 0.225], [-2.377, -1.196, 0.568], [2.022, -0.961, -0.978], [-1.670, -1.060, 1.195], [-0.817, 1.664, 0.673], [0.142, 2.086, -0.613], [-0.354, -1.479, -1.201], [-0.617, 0.071, -2.027], [-2.775, -0.775, -1.350], [-2.413, 0.644, -0.359], [1.699, -0.213, 2.044], [2.493, 1.129, 1.216], [3.251, -0.478, 1.209]], "e_homo_ev": -9.66, "lumo_energy_ha": 0.024, "smiles": "CC(=O)N(N)CCO", "homo_lumo_gap_ev": 10.320}


(two)
{"formula": "C4H10N2O2", "method": "ωB97M-V/def2-TZVPD", "elements": ["C", "C", "C", "C", "N", "N", "O", "O", "H", "H", "H", "H", "H", "H", "H", "H", "H", "H"], "positions_angstrom": [[-0.647, 0.179, -0.136], [1.240, -1.506, 0.195], [-1.033, -0.035, -1.594], [0.886, -0.094, 0.044], [-0.873, 1.529, 0.358], [1.312, -0.002, 1.541], [-1.459, -0.714, 0.629], [1.691, 0.504, -0.802], [-1.534, -0.331, 1.512], [-1.769, 1.878, 0.034], [-0.147, 2.141, -0.006], [0.649, 0.457, 2.158], [2.269, 0.326, 1.589], [2.294, -1.744, 0.121], [0.514, -2.314, 0.209], [-0.882, -1.078, -1.883], [-2.089, 0.206, -1.731], [-0.421, 0.596, -2.237]], "e_homo_ev": [-8.20, -8.20], "lumo_energy_ha": [-0.032, -0.032], "homo_lumo_gap_ev": [7.343, 7.345]}


(three)
{"formula": "C4H10N2O2", "method": "ωB97M-V/def2-TZVPD", "elements": ["C", "C", "C", "C", "N", "N", "O", "O", "H", "H", "H", "H", "H", "H", "H", "H", "H", "H"], "positions_angstrom": [[-0.106, -0.396, 0.023], [-0.686, 0.967, 0.229], [-2.814, 0.342, 0.544], [2.243, 0.315, -0.289], [1.098, -0.408, -0.820], [0.267, -1.032, 1.283], [-1.962, 1.253, 0.118], [0.746, 0.163, -2.091], [0.929, -0.542, -2.725], [-0.858, -0.979, -0.546], [-0.054, 1.840, 0.194], [-0.515, -1.011, 1.924], [0.540, -1.997, 1.123], [-2.606, -0.420, 1.274], [-3.837, 0.458, 0.228], [2.424, -0.052, 0.717], [3.102, 0.100, -0.923], [2.090, 1.399, -0.264]], "e_homo_ev": [-7.60, -7.44], "lumo_energy_ha": [0.023, 0.026], "homo_lumo_gap_ev": [8.236, 8.146]}


(four)
{"formula": "C4H10N2O2", "method": "ωB97M-V/def2-TZVPD", "elements": ["C", "C", "C", "C", "N", "N", "O", "O", "H", "H", "H", "H", "H", "H", "H", "H", "H", "H"], "positions_angstrom": [[-0.238, 0.766, 1.609], [0.116, 1.129, 0.200], [-0.494, 0.527, -1.013], [-0.006, -0.880, -1.480], [1.500, 1.940, 0.007], [-0.112, -0.658, 1.813], [2.046, 2.207, -1.071], [-0.729, -1.863, -0.820], [0.528, 1.212, 2.257], [-1.257, 0.894, 2.011], [-0.392, 1.320, -1.738], [-1.625, 0.548, -0.669], [-0.206, -0.798, -2.559], [1.027, -0.914, -1.317], [2.049, 2.085, 0.904], [-1.064, -1.027, 1.937], [0.234, -1.047, 1.003], [-0.803, -2.641, -1.404]], "e_homo_ev": [-8.27, -7.86], "lumo_energy_ha": [0.012, 0.024], "smiles": "NC/C(CCO)=[NH+]/[O-]", "homo_lumo_gap_ev": [8.609, 8.525]}


Which structure wins on stability? (one) wins.


(one)
{"formula": "C4H10N2O2", "method": "ωB97M-V/def2-TZVPD", "elements": ["O", "C", "N", "C", "H", "H", "H", "H", "H", "O", "C", "N", "C", "H", "H", "H", "H", "H"], "positions_angstrom": [[3.547, -2.787, -0.519], [3.543, -3.097, -1.722], [2.793, -2.486, -2.614], [2.056, -1.262, -2.364], [4.169, -3.932, -2.119], [3.072, -2.739, -3.565], [0.999, -1.443, -2.104], [2.094, -0.719, -3.323], [2.506, -0.626, -1.582], [-2.498, 3.700, 3.301], [-1.819, 2.682, 2.982], [-2.285, 1.785, 2.168], [-3.628, 1.903, 1.641], [-0.796, 2.365, 3.298], [-1.810, 0.886, 2.049], [-4.380, 1.995, 2.442], [-3.848, 0.995, 1.055], [-3.714, 2.780, 0.976]], "e_homo_ev": -9.80, "lumo_energy_ha": 0.018, "smiles": "CNC=O.CNC=O", "homo_lumo_gap_ev": 10.288}


(two)
{"formula": "C4H10N2O2", "method": "ωB97M-V/def2-TZVPD", "elements": ["C", "C", "C", "O", "N", "H", "H", "H", "H", "H", "H", "H", "N", "C", "O", "H", "H", "H"], "positions_angstrom": [[2.273, -0.414, 0.002], [-0.525, 1.837, -0.279], [-0.035, 0.408, -0.234], [-0.067, -0.136, -1.529], [1.085, 0.161, 0.563], [0.148, -1.076, -1.460], [2.099, -1.262, -0.667], [2.935, -0.718, 0.810], [2.756, 0.386, -0.574], [-1.554, 1.848, -0.639], [-0.474, 2.281, 0.713], [0.086, 2.426, -0.964], [-2.026, -1.242, 0.436], [-0.892, -0.570, 0.867], [0.166, -1.396, 1.126], [-1.911, -1.880, -0.336], [-2.920, -0.782, 0.495], [-1.145, 0.131, 1.670]], "e_homo_ev": [-8.47, -8.46], "lumo_energy_ha": [-0.008, -0.008], "homo_lumo_gap_ev": [8.241, 8.238]}


(three)
{"formula": "C4H10N2O2", "method": "ωB97M-V/def2-TZVPD", "elements": ["C", "C", "O", "N", "H", "H", "H", "H", "H", "C", "C", "O", "N", "H", "H", "H", "H", "H"], "positions_angstrom": [[2.227, -1.481, -0.171], [1.587, -2.846, 0.063], [1.798, -3.516, 1.043], [0.618, -3.208, -0.871], [2.899, -1.446, -0.998], [2.951, -1.359, 0.657], [0.164, -4.088, -0.689], [0.747, -2.844, -1.799], [1.515, -0.650, -0.214], [-1.767, 3.084, 1.220], [-2.144, 2.135, 0.082], [-3.274, 1.848, -0.236], [-1.074, 1.624, -0.608], [-2.597, 3.681, 1.551], [-1.030, 3.702, 0.731], [-1.310, 0.979, -1.344], [-0.097, 1.786, -0.449], [-1.213, 2.599, 2.031]], "e_homo_ev": -9.95, "lumo_energy_ha": 0.017, "smiles": "CC(N)=O.CC(N)=O", "homo_lumo_gap_ev": 10.399}


Which structure wins on stability? (three) wins.